{
  "formula": "C28H71NO10",
  "method": "wB97M-V/def2-TZVPD",
  "symbols": ["C", "O", "C", "C", "C", "C", "C", "C", "C", "C", "C", "C", "C", "C", "N", "C", "O", "O", "H", "H", "H", "H", "H", "H", "H", "H", "H", "H", "H", "H", "H", "H", "H", "H", "H", "H", "H", "H", "H", "H", "H", "H", "H", "H", "H", "H", "H", "C", "C", "O", "H", "H", "H", "H", "H", "H", "C", "C", "O", "H", "H", "H", "H", "H", "H", "C", "C", "O", "H", "H", "H", "H", "H", "H", "C", "C", "O", "H", "H", "H", "H", "H", "H", "C", "C", "O", "H", "H", "H", "H", "H", "H", "C", "C", "O", "H", "H", "H", "H", "H", "H", "C", "C", "O", "H", "H", "H", "H", "H", "H"],
  "positions_angstrom": [[5.42374, -2.64571, -0.47108], [4.66093, -1.48485, -0.26554], [3.88401, -1.10363, -1.39850], [3.91116, 0.41308, -1.58055], [2.78640, 1.19548, -0.89753], [1.37040, 0.78288, -1.29786], [0.31139, 1.66710, -0.62067], [-0.99173, 1.82131, -1.40936], [-2.14498, 0.98334, -0.82193], [-3.20467, 0.58977, -1.85866], [-4.60553, 0.40332, -1.26873], [-4.72637, -0.54333, -0.05972], [-5.06655, -2.00463, -0.35648], [-4.03565, -2.76168, -1.19793], [-3.18252, -3.60381, -0.31473], [-2.00045, -4.02919, -0.94502], [-1.96272, -4.84676, -1.80977], [-0.84889, -3.48010, -0.45496], [6.04704, -2.58601, -1.37092], [6.07916, -2.78064, 0.38870], [4.79343, -3.53896, -0.56165], [4.28663, -1.58883, -2.29372], [2.86431, -1.47410, -1.26066], [3.93493, 0.65462, -2.64714], [4.86361, 0.75097, -1.16337], [2.87913, 1.09576, 0.18436], [2.90130, 2.25433, -1.15239], [1.20518, -0.25542, -0.99564], [1.25975, 0.82069, -2.38808], [0.09419, 1.24575, 0.36537], [0.73963, 2.65593, -0.44408], [-1.31575, 2.86040, -1.36480], [-0.84975, 1.56829, -2.46179], [-2.62815, 1.56545, -0.03110], [-1.72057, 0.08229, -0.36197], [-2.85856, -0.30523, -2.38038], [-3.25079, 1.37044, -2.62385], [-4.94077, 1.39133, -0.94018], [-5.30599, 0.09517, -2.05147], [-5.51998, -0.15861, 0.58533], [-3.81953, -0.48900, 0.55042], [-6.05048, -2.07691, -0.82177], [-5.14685, -2.52899, 0.60088], [-3.40779, -2.07685, -1.76837], [-4.51878, -3.41745, -1.92036], [-2.94186, -3.07800, 0.52066], [-1.00698, -2.56146, -0.19903], [2.83477, -5.66401, 0.66298], [2.03565, -5.00353, 1.76920], [2.78586, -3.99436, 2.44291], [3.74290, -6.11645, 1.06294], [2.24966, -6.43282, 0.15683], [3.12556, -4.91882, -0.08048], [1.75957, -5.73035, 2.53281], [1.11206, -4.57406, 1.36644], [3.01546, -3.32201, 1.79105], [3.86444, 0.91772, 3.88682], [2.63877, 0.28453, 3.25664], [2.93122, -0.32571, 2.00635], [4.29839, 1.65705, 3.21286], [3.61031, 1.40764, 4.82808], [4.62551, 0.16184, 4.09333], [1.88545, 1.04411, 3.04178], [2.19176, -0.44624, 3.94014], [3.60471, -1.00235, 2.13540], [-3.26189, 4.12395, 2.48993], [-1.89618, 3.54770, 2.17412], [-1.35343, 4.04745, 0.95838], [-3.95272, 3.92892, 1.66897], [-3.66986, 3.67939, 3.39834], [-3.20388, 5.20598, 2.63312], [-1.96526, 2.47225, 2.02431], [-1.20071, 3.72771, 3.00283], [-1.24986, 5.00258, 1.01737], [-2.00082, -5.95072, 2.41180], [-3.39119, -6.27127, 2.91961], [-4.33828, -5.30630, 2.47577], [-1.69433, -4.95783, 2.74604], [-1.26404, -6.67691, 2.75854], [-1.99356, -5.95429, 1.31858], [-3.42455, -6.24947, 4.00852], [-3.69344, -7.27311, 2.59580], [-4.31879, -5.30012, 1.51083], [-0.06460, 3.69441, -5.61060], [0.64594, 4.48016, -4.52484], [0.78977, 3.72116, -3.32735], [-1.04823, 3.37526, -5.26398], [-0.18965, 4.29618, -6.51197], [0.50386, 2.79949, -5.87640], [0.07733, 5.36735, -4.25182], [1.63120, 4.81019, -4.87315], [1.30577, 2.93407, -3.53383], [3.87838, 5.83795, -2.60903], [3.59124, 7.00301, -3.53691], [2.35327, 7.63585, -3.23017], [3.06785, 5.10844, -2.65721], [4.81539, 5.34518, -2.87436], [3.95673, 6.17965, -1.57395], [3.49949, 6.65903, -4.56700], [4.40599, 7.73453, -3.50290], [2.40410, 7.96276, -2.32636], [-1.41950, -1.39961, 3.76681], [-1.82057, -0.15164, 3.00373], [-3.09061, 0.35073, 3.40772], [-2.17225, -2.17954, 3.64420], [-0.45893, -1.78005, 3.41443], [-1.32736, -1.18666, 4.83448], [-1.91822, -0.36917, 1.93894], [-1.05568, 0.62533, 3.11224], [-3.04364, 0.56026, 4.34639]],
  "homo_ha": -0.35760,
  "multiplicity": 1,
  "smiles": "COCCCCCCCCCCCCNC(=O)O.CCO.CCO.CCO.CCO.CCO.CCO.CCO",
  "gap_ev": 10.3,
  "lumo_ev": 0.55,
  "total_charge": 0,
  "max_force_ha_per_bohr": 0.016
}

=====

{
  "formula": "C28H72AgF3N6O8",
  "method": "wB97M-V/def2-TZVPD",
  "symbols": ["Ag", "C", "O", "O", "C", "F", "F", "F", "C", "C", "H", "H", "H", "H", "H", "H", "C", "C", "C", "O", "C", "N", "H", "H", "H", "H", "H", "H", "H", "H", "H", "H", "H", "C", "C", "C", "O", "C", "N", "H", "H", "H", "H", "H", "H", "H", "H", "H", "H", "H", "C", "C", "C", "O", "C", "N", "H", "H", "H", "H", "H", "H", "H", "H", "H", "H", "H", "C", "C", "C", "O", "C", "N", "H", "H", "H", "H", "H", "H", "H", "H", "H", "H", "H", "C", "C", "C", "O", "C", "N", "H", "H", "H", "H", "H", "H", "H", "H", "H", "H", "H", "C", "C", "C", "O", "C", "N", "H", "H", "H", "H", "H", "H", "H", "H", "H", "H", "H"],
  "positions_angstrom": [[0.20833, -0.31161, 2.32878], [0.39467, 1.33999, -0.20075], [0.81065, -0.05817, 0.00710], [-0.30304, 1.68474, 0.83114], [1.66680, 2.13629, -0.47905], [1.41382, 3.45697, -0.50002], [2.63370, 1.91721, 0.40700], [2.16919, 1.84010, -1.71160], [1.09503, -0.87094, -1.11597], [1.01163, -2.32284, -0.67949], [1.35737, -2.96267, -1.49702], [1.76228, -2.45871, 0.10665], [0.02129, -2.62113, -0.34874], [2.05291, -0.63833, -1.59328], [0.34841, -0.66222, -1.90272], [-0.17026, 1.28507, -1.16177], [-6.27494, 1.72850, -4.49145], [-6.20093, 0.52245, -3.62063], [-5.26661, 0.65890, -2.47046], [-3.95793, 0.68135, -2.98608], [-2.98437, 0.82364, -1.98572], [-7.57603, 0.15522, -3.14909], [-5.29448, 1.96394, -4.90436], [-6.67778, 2.56933, -3.92792], [-6.89238, 1.48471, -5.35847], [-5.86175, -0.32283, -4.23898], [-5.35666, -0.09645, -1.67800], [-5.50136, 1.62417, -1.97529], [-3.08187, 0.11299, -1.15407], [-3.05365, 1.82868, -1.54047], [-1.99893, 0.73855, -2.43597], [-8.14410, 0.06336, -3.98770], [-7.53194, -0.79812, -2.79628], [7.14271, 6.84053, -3.36405], [7.07126, 5.36064, -3.67064], [5.63302, 4.93964, -3.91434], [4.79374, 5.25203, -2.84488], [3.43442, 4.95268, -3.07582], [7.89571, 5.06731, -4.85702], [8.19010, 7.12896, -3.23302], [6.56500, 7.08132, -2.48009], [6.85414, 7.38923, -4.26649], [7.55607, 4.80332, -2.86616], [5.61719, 3.87830, -4.24107], [5.29511, 5.42441, -4.85651], [2.85340, 5.72198, -2.56672], [3.12912, 3.98386, -2.67120], [3.17134, 4.94101, -4.13934], [8.04447, 4.06887, -4.93275], [7.42631, 5.37681, -5.70221], [-3.18681, 4.09000, 0.97126], [-3.16005, 3.22547, 2.21629], [-3.64311, 1.81607, 1.94474], [-3.89364, 1.02901, 3.10391], [-4.89634, 1.55258, 3.94073], [-1.77173, 3.24250, 2.72741], [-2.67396, 5.01918, 1.22875], [-4.17514, 4.35368, 0.59644], [-2.59490, 3.63797, 0.16828], [-3.78143, 3.73062, 2.96509], [-2.86296, 1.29675, 1.38303], [-4.56394, 1.84567, 1.33676], [-4.56724, 2.48651, 4.40267], [-5.04597, 0.84258, 4.75402], [-5.82703, 1.68308, 3.38336], [-1.57823, 2.49367, 3.38353], [-1.22687, 2.92703, 1.91186], [3.28828, 1.13317, 3.43694], [2.79449, -0.08158, 4.20047], [1.68381, 0.28049, 5.17542], [0.58422, 0.87003, 4.54441], [-0.44193, 1.08170, 5.47805], [2.33549, -1.13537, 3.22260], [4.03125, 1.68717, 4.01841], [2.49963, 1.85108, 3.21174], [3.76221, 0.85922, 2.49333], [3.54806, -0.53350, 4.85731], [2.12776, 0.98117, 5.90155], [1.38516, -0.60223, 5.76310], [-0.95429, 0.14273, 5.73486], [-1.21108, 1.74105, 5.08349], [-0.07376, 1.52763, 6.40895], [3.19607, -1.29916, 2.70124], [2.19536, -2.00176, 3.74015], [0.39003, -8.50949, -1.43003], [0.68581, -7.02204, -1.35010], [2.12425, -6.76552, -1.78481], [2.39232, -5.38924, -1.61669], [3.76633, -5.08344, -1.63637], [-0.24955, -6.33681, -2.26514], [1.00763, -9.04062, -0.69465], [0.59944, -8.91517, -2.41865], [-0.63548, -8.72509, -1.13552], [0.48760, -6.61550, -0.35970], [2.21092, -7.03217, -2.84660], [2.84172, -7.34871, -1.19119], [3.89355, -4.08461, -2.05954], [4.30977, -5.73472, -2.33298], [4.19677, -5.14244, -0.63454], [-0.12398, -6.69877, -3.20217], [-0.07404, -5.33994, -2.24710], [-2.55128, -1.57966, 1.05809], [-2.40361, -2.13608, 2.48341], [-1.50016, -3.34869, 2.55648], [-0.16689, -2.98699, 2.31253], [0.62520, -4.04772, 1.82792], [-1.93989, -1.07342, 3.40830], [-1.73503, -0.86762, 0.86729], [-3.45916, -0.97849, 0.97666], [-2.54685, -2.35867, 0.29923], [-3.41129, -2.48900, 2.75517], [-1.81432, -4.07929, 1.79444], [-1.61965, -3.85952, 3.52861], [1.66353, -3.72831, 1.89314], [0.37928, -4.29113, 0.78728], [0.50361, -4.95909, 2.42925], [-1.95450, -1.54066, 4.31400], [-2.68365, -0.36866, 3.41680]],
  "homo_ha": -0.29252,
  "multiplicity": 1,
  "gap_ev": 8.3,
  "de_lowest_kj_mol": 0.0,
  "lumo_ev": 0.32,
  "total_charge": 0,
  "max_force_ha_per_bohr": 0.045
}